[1]
The following is a quantum chemistry calculation of a 2-piece molecular cluster, C3H11N2O overall in a non-equilibrium geometry, from OMol25.

Element x y z (Å)
C (-0.115688, 0.524350, -1.306773)
C (-0.274751, -0.481954, -0.186757)
C (-1.342242, -1.310931, -0.078409)
N (-2.491410, -1.240148, -0.780838)
N (0.350794, 0.017561, 1.074557)
H (-0.389945, 0.050103, -2.248127)
H (-0.830054, 1.335366, -1.089467)
H (0.886163, 0.936595, -1.415598)
H (-1.328262, -2.171662, 0.589537)
H (-2.623625, -0.468583, -1.410820)
H (-3.296100, -1.786586, -0.569129)
H (-0.329062, 0.651015, 1.488844)
H (0.608736, -0.757843, 1.693007)
H (1.288112, 0.434741, 0.957490)
H (3.458040, 1.244960, 0.343062)
H (3.406575, 1.864522, 1.729223)
O (3.022717, 1.158491, 1.210202)

Cartesian forces (eV/Å) of the 3 atoms listed first:
-1.109 -0.160 0.693
0.217 0.813 -0.887
-0.216 -0.502 0.689

As for the largest force on an atom: 1.95 eV/A. As for the relative energy (zero: lowest compared OMol25 entry of this formula, charge and spin): 41.98 kcal per mole. The value obtained for the total energy is -8309.9719 eV. As for the total charge: +1. The LUMO energy is -3.223 eV. The value obtained for the frontier orbital gap is 9.05 eV.

=====

[2]
The following is a quantum chemistry calculation of a 8-piece molecular cluster, C24H66N2O15 overall in a non-equilibrium geometry, from OMol25.

Element x y z (Å)
C (4.380438, -1.193459, -1.685641)
C (3.317973, -0.277793, -2.215287)
O (3.015125, 0.741555, -1.260030)
H (4.432174, -2.074873, -2.321646)
H (4.119874, -1.509043, -0.668425)
H (5.368267, -0.757572, -1.600444)
H (2.442986, -0.844136, -2.524928)
H (3.709828, 0.181736, -3.113337)
H (2.155081, 1.091860, -1.529535)
C (2.896329, 4.501643, 2.916912)
O (2.211333, 3.283155, 2.748031)
C (1.936200, 2.677447, 3.959989)
C (0.990235, 1.496311, 3.883838)
N (1.536302, 0.439296, 3.014384)
C (2.431238, -0.547884, 3.583457)
C (1.760456, -1.465885, 4.565678)
O (1.664846, -0.730482, 5.764556)
C (1.413289, -1.573697, 6.892078)
H (3.043326, 5.009702, 1.981891)
H (3.913113, 4.402410, 3.285617)
H (2.296023, 5.098972, 3.609804)
H (1.597152, 3.425627, 4.707234)
H (2.873886, 2.333531, 4.426535)
H (-0.011260, 1.751300, 3.492008)
H (0.972059, 1.076502, 4.885715)
H (1.847978, 0.856854, 2.160067)
H (3.263479, -0.082315, 4.141608)
H (2.751285, -1.194348, 2.762841)
H (2.515006, -2.243924, 4.675042)
H (0.826832, -1.897009, 4.201512)
H (0.491562, -2.098157, 6.691873)
H (1.369935, -0.978971, 7.799694)
H (2.159915, -2.352357, 7.022949)
C (-0.709509, 3.821803, 1.024285)
O (-0.256911, 3.919890, -0.322714)
C (1.094180, 3.640894, -0.522920)
C (1.386694, 3.596067, -2.005373)
N (0.851142, 2.337972, -2.529339)
C (1.266415, 2.149667, -3.883163)
C (0.593836, 1.096726, -4.714271)
O (-0.684345, 1.610269, -5.162149)
C (-1.467018, 0.653700, -5.794056)
H (-1.784151, 4.003460, 0.962712)
H (-0.277194, 4.637426, 1.568747)
H (-0.697188, 2.792572, 1.388524)
H (1.352389, 2.672549, -0.072945)
H (1.744363, 4.358294, -0.026311)
H (2.465505, 3.499078, -2.067721)
H (1.027361, 4.512458, -2.485940)
H (-0.149864, 2.384425, -2.473596)
H (2.319186, 1.877683, -3.905579)
H (1.135390, 3.091316, -4.418627)
H (0.492036, 0.182319, -4.130662)
H (1.208081, 0.877516, -5.590822)
H (-0.959088, 0.283877, -6.679476)
H (-2.359779, 1.183543, -6.105111)
H (-1.823005, -0.107473, -5.092054)
C (-0.369533, -1.645247, -1.000652)
C (0.219594, -0.683365, -0.003032)
O (-0.127670, -1.144967, 1.266761)
O (0.365383, -2.801730, -0.923350)
H (-0.331735, -1.183226, -1.989318)
H (-1.414153, -1.847164, -0.771384)
H (-0.260846, 0.297846, -0.148532)
H (1.289158, -0.645821, -0.165210)
H (0.213493, -0.558953, 1.943587)
H (0.151831, -3.313867, -1.739082)
C (-2.743132, 1.734597, -1.693759)
C (-2.970064, 2.865042, -2.752061)
O (-1.846462, 3.456641, -3.354510)
O (-2.152191, 0.580129, -2.256793)
H (-3.685779, 1.569448, -1.191270)
H (-2.029360, 2.078794, -0.940214)
H (-3.463945, 3.641693, -2.178615)
H (-3.728840, 2.544935, -3.482385)
H (-1.493168, 2.924837, -4.088055)
H (-2.879731, -0.032306, -2.411471)
C (-1.889259, -3.520398, -4.510686)
C (-1.587180, -4.615973, -3.472956)
O (-0.179688, -4.635740, -3.164767)
O (-1.226434, -3.908289, -5.717744)
H (-1.411520, -2.645023, -4.066671)
H (-2.950226, -3.298516, -4.719681)
H (-1.852940, -5.582249, -3.902348)
H (-2.111708, -4.378327, -2.540241)
H (0.273773, -4.906860, -3.980161)
H (-1.288481, -3.209626, -6.374896)
C (-2.860459, 0.637651, 2.469257)
C (-3.104183, -0.313137, 3.630167)
O (-3.995973, -1.305671, 3.295040)
O (-3.993156, 1.360286, 2.165967)
H (-2.633942, 0.020982, 1.614601)
H (-2.072954, 1.308772, 2.803732)
H (-3.497202, 0.275464, 4.483809)
H (-2.082542, -0.655132, 3.855247)
H (-3.535621, -1.990308, 2.777879)
H (-4.440781, 1.499148, 3.013822)
C (-1.752793, -4.322431, 2.316532)
C (-0.998703, -5.024297, 1.284704)
O (0.348357, -4.634886, 1.202938)
O (-2.158117, -3.007969, 1.993358)
H (-1.169346, -4.241027, 3.235799)
H (-2.674510, -4.890003, 2.452119)
H (-1.498380, -5.020802, 0.322846)
H (-0.943596, -5.999308, 1.771677)
H (0.384127, -3.892183, 0.568734)
H (-1.300185, -2.563529, 1.855738)

Cartesian forces (eV/Å) of the 3 atoms listed first:
-0.213 -0.618 0.762
0.545 0.600 0.153
0.064 -0.618 -0.254

As for the largest force on an atom: 2.50 eV/A. As for the structure (SMILES): COCCNCCOC.COCCNCCOC.OCCO.OCCO.OCCO.OCCO.OCCO.CCO. As for the relative energy (zero: lowest compared OMol25 entry of this formula, charge and spin): 0.00 kcal per mole. The value obtained for the total energy is -59645.9478 eV. The LUMO energy is 0.242 eV. The value obtained for the frontier orbital gap is 9.09 eV.

=====

[3]
The following is a quantum chemistry calculation of a 4-piece molecular cluster, H8O4 overall in a non-equilibrium geometry, from OMol25.

Element x y z (Å)
O (-0.788497, 0.708233, -1.208880)
H (-0.394047, 0.750974, -2.077610)
H (-1.710167, 0.883284, -1.406941)
O (0.342365, -1.494271, 0.468264)
H (-0.179884, -0.889689, -0.050887)
H (-0.067897, -1.803341, 1.229532)
O (2.895309, 0.535440, -0.224352)
H (2.138498, 0.066191, 0.147055)
H (2.882175, 0.205335, -1.077827)
O (-1.580904, 0.346118, 1.758193)
H (-1.114623, 0.755355, 0.994206)
H (-2.422328, -0.063629, 1.449245)

Cartesian forces (eV/Å) of the 3 atoms listed first:
-0.234 -0.048 0.137
0.556 0.000 -0.290
-0.360 0.030 0.178

As for the largest force on an atom: 3.37 eV/A. As for the structure (SMILES): O.O.O.O. As for the relative energy (zero: lowest compared OMol25 entry of this formula, charge and spin): 24.03 kcal per mole. The value obtained for the total energy is -8319.6339 eV. The LUMO energy is 0.070 eV. The value obtained for the frontier orbital gap is 11.21 eV.

=====

[4]
The following is a quantum chemistry calculation of C12H13BrCoO as an isolated structure in a non-equilibrium geometry, from OMol25.

Element x y z (Å)
C (1.679168, 0.266798, -1.304073)
C (1.973215, 1.642833, -1.471820)
C (2.484545, 2.122773, -0.222702)
H (1.906527, 2.214921, -2.390905)
C (2.295075, 1.112360, 0.746422)
C (1.834580, -0.080985, 0.062835)
H (1.782308, -1.043109, 0.515419)
H (1.467034, -0.454099, -2.107437)
H (2.943191, 3.095073, -0.028195)
H (2.631575, 1.136776, 1.765505)
Co (0.604923, 1.570069, -0.001969)
Br (-1.453463, 1.808346, -0.880370)
C (-2.343854, -1.672164, -0.225613)
C (-1.248132, -2.484389, 0.198399)
C (-0.458081, -2.791391, -0.953877)
H (-1.042491, -2.792449, 1.221491)
C (-1.120156, -2.245644, -2.101448)
C (-2.287477, -1.564717, -1.645732)
H (-2.971506, -0.994412, -2.261532)
H (-3.052161, -1.205601, 0.419160)
H (0.500466, -3.298305, -0.940002)
H (-0.755516, -2.271996, -3.119740)
C (-1.292990, 1.099948, 2.453789)
C (0.006076, 1.623455, 2.034272)
O (0.803202, 2.289385, 2.649983)
H (-2.028830, 1.401444, 1.692015)
H (-1.572611, 1.524402, 3.450321)
H (-1.284617, -0.009321, 2.445804)

Cartesian forces (eV/Å) of the 3 atoms listed first:
0.541 -1.050 -0.959
2.161 -0.511 -0.740
1.368 0.901 -0.161

As for the multiplicity: 4. As for the largest force on an atom: 5.21 eV/A. As for the relative energy (zero: lowest compared OMol25 entry of this formula, charge and spin): 10.31 kcal per mole. As for the expectation value of S²: 3.774. The value obtained for the total energy is -122368.1874 eV. As for the total charge: -2. The LUMO energy (alpha / beta) is 5.872 / 5.753 eV. The value obtained for the frontier orbital gap (alpha / beta) is 4.69 / 5.47 eV.

=====

[5]
The following is a quantum chemistry calculation of a 2-piece molecular cluster, CHI2NO2 overall in a non-equilibrium geometry, from OMol25.

Element x y z (Å)
C (-0.348172, 0.015140, -0.340614)
N (0.800689, -0.039417, 0.644799)
O (1.604420, 0.846394, 0.620728)
O (0.818758, -0.909808, 1.517245)
I (-1.047360, -1.877151, -0.890846)
I (0.038612, 1.228592, -1.878639)
H (-1.866946, 0.736251, 0.327326)

Cartesian forces (eV/Å) of the 3 atoms listed first:
-3.678 0.349 1.981
-0.277 -0.760 2.677
0.435 0.813 -0.763

As for the largest force on an atom: 4.19 eV/A. As for the relative energy (zero: lowest compared OMol25 entry of this formula, charge and spin): 68.95 kcal per mole. The value obtained for the total energy is -22832.8379 eV. The LUMO energy (alpha / beta) is -1.781 / -1.778 eV. The value obtained for the frontier orbital gap (alpha / beta) is 7.91 / 7.91 eV.

=====

[6]
The following is a quantum chemistry calculation of a single C2H3IN4 molecule in a non-equilibrium geometry, from OMol25.

Element x y z (Å)
C (0.733939, 0.424003, 1.037854)
C (-1.140664, -0.654746, -0.449394)
N (1.647122, 1.332055, 0.772499)
N (1.594781, 1.471725, -0.554159)
N (0.650705, 0.771925, -1.090041)
N (0.010512, 0.148528, -0.052770)
I (-0.688006, -2.738252, -0.667224)
H (0.520905, 0.088734, 1.990255)
H (-1.283144, -0.193352, -1.447701)
H (-2.046149, -0.650621, 0.460682)

Cartesian forces (eV/Å) of the 3 atoms listed first:
-0.555 1.151 -0.475
-1.290 0.417 2.574
-0.091 -1.216 -0.119

As for the largest force on an atom: 4.18 eV/A. As for the structure (SMILES): ICn1cnnn1. As for the relative energy (zero: lowest compared OMol25 entry of this formula, charge and spin): 7.54 kcal per mole. The value obtained for the total energy is -16181.1963 eV. The LUMO energy is -0.239 eV. The value obtained for the frontier orbital gap is 9.99 eV.

=====

[7]
The following is a quantum chemistry calculation of a 3-piece molecular cluster, HN5OS overall in a non-equilibrium geometry, from OMol25.

Element x y z (Å)
N (-3.015161, 2.188930, -0.260737)
N (-1.967706, -1.023681, -0.094163)
N (-1.700456, -1.597316, 0.865047)
N (-2.644041, 2.947822, -1.003416)
N (-2.242354, -0.942741, -1.239783)
O (-2.417001, 3.834424, -1.756093)
S (-2.242595, 0.289596, -2.372692)
H (16.229311, -5.697037, 5.861835)

Cartesian forces (eV/Å) of the 3 atoms listed first:
0.963 1.154 -0.863
0.644 -2.049 0.992
0.171 0.918 1.379

As for the largest force on an atom: 2.57 eV/A. As for the relative energy (zero: lowest compared OMol25 entry of this formula, charge and spin): 45.27 kcal per mole. The value obtained for the total energy is -20342.6969 eV. As for the total charge: -2. The LUMO energy is 4.568 eV. The value obtained for the frontier orbital gap is 3.21 eV.

=====

[8]
The following is a quantum chemistry calculation of C4H9NO as an isolated structure in a non-equilibrium geometry, from OMol25.

Element x y z (Å)
C (-0.398761, 0.326485, 1.915516)
C (-0.138683, -1.031462, 1.449619)
C (-0.394739, -1.314770, 0.002998)
C (0.310000, -0.384747, -0.756081)
N (0.140866, -0.647049, -2.170482)
O (0.994809, 0.597783, -0.337254)
H (-0.332028, 0.416755, 2.988762)
H (-0.942229, 1.120895, 1.458195)
H (0.667482, -0.044604, 1.426539)
H (0.059464, -1.913551, 2.107559)
H (-0.198931, 3.749073, -1.436035)
H (0.111250, 3.221152, -0.993823)
H (-0.624995, -2.212311, -0.510425)
H (-0.204473, -1.590560, -2.362852)
H (0.950967, -0.293089, -2.782237)

Cartesian forces (eV/Å) of the 3 atoms listed first:
-0.781 -3.780 1.593
-3.868 -0.343 -0.874
1.086 0.573 3.718

As for the multiplicity: 2. As for the largest force on an atom: 6.61 eV/A. As for the relative energy (zero: lowest compared OMol25 entry of this formula, charge and spin): 94.50 kcal per mole. As for the expectation value of S²: 0.764. The value obtained for the total energy is -7819.1969 eV. As for the total charge: +1. The LUMO energy (alpha / beta) is -5.874 / -7.395 eV. The value obtained for the frontier orbital gap (alpha / beta) is 8.95 / 7.33 eV.

=====

The lowest relative energy (zero: lowest compared OMol25 entry of this formula, charge and spin) belongs to which entry?
C24H66N2O15